Computed, not measured: a molecular structure, C9H15BiCl2IrO3P at a distorted geometry, with ωB97M-V/def2-TZVPD.

- Kohn-Sham gap (alpha / beta) (eV) = 6.191 / 4.808
- energy relative to the best compared isomer or geometry (same formula, charge and spin) (kJ/mol) = 306.2
- LUMO level (alpha / beta) (eV) = -15.947 / -18.889
- expectation value of S² = 6.023
- E_tot (eV) = -58676.057

The geometry in ORCA input format:
```
! RIJCOSX wB97M-V def2-TZVPD def2/J DEFGRID3
* xyz 4 5
Bi -0.368 -0.870 -4.044
Ir 0.582 -0.569 -1.302
Cl -1.309 1.225 -3.069
Cl 2.078 -1.498 -2.964
C -0.062 -2.159 -0.650
C -0.273 -0.159 -7.115
C 0.288 -1.903 -6.890
O -0.636 -3.126 -0.281
O -0.078 0.258 -8.204
O 0.506 -2.582 -7.827
C 2.289 -0.705 1.679
C 0.783 -0.770 1.829
P -0.080 0.339 0.596
C -1.812 0.239 1.228
C -1.976 -0.305 2.656
C 0.355 2.067 1.194
C 0.112 2.532 2.622
H 2.607 -0.980 0.668
H 2.723 -1.431 2.374
H 2.657 0.283 1.964
H 0.400 -1.793 1.637
H 0.433 -0.563 2.848
H -2.176 1.273 1.149
H -2.337 -0.380 0.488
H -1.463 0.355 3.379
H -3.034 -0.369 2.933
H -1.555 -1.327 2.745
H 1.394 2.207 0.897
H -0.232 2.670 0.492
H 0.719 1.964 3.350
H 0.416 3.590 2.718
H -0.951 2.492 2.902
*
```